Here is a molecular structure, C35H41FeN2O2PS2Te from the Open Molecules 2025 dataset. Energies are from wB97M-V/def2-TZVPD.

Properties
- ΔE to the lowest compared entry with this formula, charge and spin: 4.329 eV
- Highest occupied orbital energy (alpha / beta): -4.0127 / -4.8676 eV
- Multiplicity: 6
- Net charge: -1
- HOMO-LUMO gap (alpha / beta): 0.2334 / 0.2484 Ha
- LUMO level (alpha / beta): 2.34 / 1.89 eV

Last column: Mulliken charge in e.
Element x y z (Å)
1 Fe 2.383 2.290 1.089  -0.09
2 S 1.410 3.295 -0.608  -0.02
3 C 1.712 5.014 -0.408  0.13
4 C 1.141 5.934 -1.286  -0.76
5 C 1.411 7.286 -1.163  -0.54
6 C 2.261 7.731 -0.155  -0.50
7 C 2.821 6.823 0.728  -0.60
8 C 2.547 5.459 0.620  0.85
9 S 3.224 4.292 1.738  -0.46
10 H 0.482 5.575 -2.068  0.39
11 H 0.961 7.993 -1.849  0.34
12 H 2.487 8.786 -0.056  0.34
13 H 3.480 7.164 1.518  0.39
14 C -4.921 -1.293 -6.313  -1.56
15 C -3.908 -0.895 -5.274  0.68
16 C -2.554 -1.126 -5.463  -0.98
17 C -1.607 -0.762 -4.509  1.08
18 C -0.160 -1.067 -4.791  -1.68
19 C -2.024 -0.145 -3.321  -0.20
20 Te -0.551 0.358 -1.863  0.85
21 N 1.888 0.589 0.317  -1.39
22 C 1.504 -0.366 1.123  1.78
23 O 0.768 -0.008 2.410  -0.36
24 C 1.224 -1.758 0.726  0.27
25 C 0.855 -2.569 1.932  0.85
26 C 1.024 -4.036 1.741  -1.26
27 C 1.405 -4.554 0.547  -0.26
28 C 1.704 -3.724 -0.564  -1.05
29 C 1.651 -2.327 -0.437  -0.12
30 C -1.563 -0.613 -0.272  0.66
31 C -1.946 -1.955 -0.393  1.10
32 C -1.673 -2.792 -1.612  -1.96
33 C -2.628 -2.557 0.664  -0.75
34 C -2.928 -1.871 1.830  0.64
35 C -3.667 -2.536 2.959  -1.85
36 C -2.528 -0.545 1.930  -0.93
37 C -1.856 0.101 0.900  1.05
38 C -1.460 1.537 1.087  -1.17
39 C -3.387 0.122 -3.126  1.28
40 C -3.916 0.809 -1.898  -1.46
41 C -4.301 -0.267 -4.102  -1.01
42 H -4.450 -1.828 -7.138  0.35
43 H -5.427 -0.418 -6.729  0.33
44 H -5.691 -1.940 -5.890  0.33
45 H -2.218 -1.606 -6.377  0.24
46 H -0.046 -1.461 -5.801  0.41
47 H 0.232 -1.803 -4.084  0.26
48 H 0.476 -0.185 -4.701  0.29
49 H -0.189 -2.359 2.206  -0.59
50 H 0.811 -4.684 2.584  0.43
51 H 1.498 -5.629 0.438  0.38
52 H 2.029 -4.172 -1.494  0.38
53 H 1.983 -1.680 -1.240  0.65
54 H -0.736 -2.506 -2.085  -0.07
55 H -2.466 -2.678 -2.356  0.28
56 H -1.609 -3.846 -1.336  0.54
57 H -2.920 -3.598 0.567  0.29
58 H -3.808 -3.600 2.765  0.38
59 H -4.653 -2.088 3.101  0.37
60 H -3.124 -2.433 3.900  0.37
61 H -2.736 0.007 2.840  0.31
62 H -1.901 1.940 1.998  0.50
63 H -1.756 2.158 0.241  0.15
64 H -0.377 1.628 1.171  -0.19
65 H -3.230 1.582 -1.550  0.12
66 H -4.044 0.106 -1.072  0.22
67 H -4.883 1.267 -2.109  0.53
68 H -5.354 -0.058 -3.938  0.40
69 N 1.704 -1.999 3.020  -0.19
70 C 1.960 -0.632 2.692  -0.77
71 H 2.557 -2.534 3.123  0.45
72 C 5.062 1.108 4.186  -1.72
73 P 3.536 0.278 3.423  1.47
74 C 4.594 -1.059 2.697  -1.33
75 C 2.770 0.020 5.089  -1.34
76 O 3.213 1.554 2.581  -0.43
77 H 5.537 0.444 4.918  0.43
78 H 4.762 2.028 4.690  0.40
79 H 5.794 1.374 3.421  0.40
80 H 4.965 -1.721 3.485  0.30
81 H 5.460 -0.569 2.254  0.48
82 H 4.093 -1.648 1.931  0.39
83 H 2.938 -1.012 5.405  0.36
84 H 1.692 0.166 5.017  0.32
85 H 3.191 0.694 5.833  0.43